# 1
The following is a DFT calculation (wB97M-V/def2-TZVPD) of a structure of composition C16H33ClP2Sn.

```
53
C16H33ClP2Sn wB97M-V/def2-TZVPD
P 3.113 1.029 1.531
P 0.035 0.575 -2.959
C 2.792 1.401 -1.126
C 1.603 1.530 -2.059
H 3.738 0.975 -1.532
H 2.864 2.380 -0.614
H 1.147 2.476 -1.729
H 1.972 1.637 -3.070
C 1.154 -0.342 -4.128
H 0.537 -0.925 -4.827
H 1.826 -1.052 -3.605
H 1.785 0.354 -4.724
C -0.560 2.065 -4.015
H 0.126 2.276 -4.856
H -0.652 2.963 -3.381
H -1.566 1.794 -4.386
C 4.696 0.075 1.874
H 4.663 -0.150 2.955
H 5.597 0.631 1.574
H 4.698 -0.893 1.363
C 3.271 2.896 1.721
H 2.652 3.478 1.027
H 4.313 3.232 1.652
H 2.864 3.053 2.730
Sn 1.839 -0.356 -0.458
C 3.911 2.253 -3.526
C 4.202 0.930 -3.463
C 5.588 0.434 -3.448
C 6.410 0.910 -2.256
C 5.604 1.427 -1.083
C 5.221 2.706 -0.886
C 5.269 3.801 -1.913
C 4.848 3.415 -3.323
C -0.153 0.594 0.317
H 3.016 2.595 -4.078
H 3.534 0.187 -3.877
H 6.111 0.694 -4.390
H 5.489 -0.652 -3.443
H 7.032 0.054 -1.936
H 7.059 1.721 -2.626
H 5.482 0.727 -0.251
H 5.089 3.061 0.144
H 6.258 4.277 -1.979
H 4.604 4.571 -1.524
H 4.371 4.322 -3.773
H 5.762 3.181 -3.919
H -0.675 0.988 -0.570
H 0.084 1.368 1.067
H -0.600 -0.307 0.787
Cl 3.587 -2.818 -0.986
C 1.868 -2.475 -0.752
H 1.294 -2.654 -1.656
H 1.422 -2.892 0.170
```

Calculated values
LUMO (spin up / spin down) in eV: 0.186 / 0.186
Electronic energy in Eh: -1986.215996
Max |F| in eV/Å: 4.7
HOMO level (spin up / spin down) in eV: -5.11 / -5.11
Gap between HOMO and LUMO (spin up / spin down) in Ha: 0.1944 / 0.1945
ΔE to the lowest compared entry with this formula, charge and spin in eV: 0.069


# 2
The following is a DFT calculation (wB97M-V/def2-TZVPD) of a structure of composition C16H33F8InNO3.

```
62
C16H33F8InNO3 wB97M-V/def2-TZVPD
N 2.803 -0.690 0.291
C 3.043 0.187 1.466
C 1.883 1.249 1.761
C 0.485 0.498 1.690
C -0.780 1.494 1.850
In -2.482 0.449 0.739
O -1.988 0.557 -1.317
C -2.389 -1.746 1.287
F -3.164 -2.468 0.322
F -1.066 -2.280 1.164
C -2.861 -2.119 2.751
F -2.045 -1.527 3.741
F -4.208 -1.794 2.959
C -4.491 1.434 1.051
F -5.491 0.603 1.610
F -4.944 1.852 -0.247
C -4.316 2.799 1.872
F -3.612 3.762 1.119
F -5.583 3.277 2.275
H 2.105 -1.404 0.536
H 2.435 -0.165 -0.510
H 3.157 -0.509 2.359
H 3.996 0.763 1.264
H 2.015 1.566 2.852
H 1.939 2.182 1.126
H 0.358 -0.300 2.488
H 0.338 0.016 0.668
H -0.562 2.500 1.375
H -1.023 1.690 2.937
H -1.275 -0.098 -1.456
H -2.748 -3.247 2.862
H -3.686 2.581 2.779
C -5.387 -1.121 -1.718
C -6.562 -1.620 -2.540
O -6.284 -1.710 -3.932
C -5.241 -2.594 -4.306
C -5.504 -4.040 -3.921
H -5.014 -0.174 -2.112
H -5.685 -0.974 -0.677
H -4.557 -1.830 -1.731
H -7.388 -0.914 -2.437
H -6.926 -2.582 -2.162
H -4.285 -2.246 -3.904
H -5.162 -2.530 -5.394
H -5.519 -4.170 -2.837
H -4.724 -4.690 -4.325
H -6.472 -4.372 -4.304
C 8.304 0.093 1.046
C 7.598 0.405 -0.262
O 6.707 1.506 -0.177
C 7.279 2.756 0.172
C 8.317 3.247 -0.822
H 7.579 -0.039 1.852
H 8.895 -0.821 0.952
H 8.979 0.900 1.343
H 6.994 -0.457 -0.549
H 8.320 0.562 -1.071
H 7.689 2.718 1.186
H 6.453 3.472 0.198
H 9.199 2.602 -0.833
H 8.645 4.256 -0.564
H 7.907 3.257 -1.835
```

Calculated values
LUMO in eV: 2.383
Net charge: -1
Electronic energy in Eh: -1898.925974
Max |F| in eV/Å: 2.3
HOMO level in eV: -5.23
Gap between HOMO and LUMO in Ha: 0.2799


# 3
The following is a DFT calculation (wB97M-V/def2-TZVPD) of a cluster of 2 separate species, C16H33FNO3S in total.

```
55
C16H33FNO3S wB97M-V/def2-TZVPD
C 3.630 3.633 0.666
C 2.957 2.391 1.375
C 2.015 1.612 0.395
C 2.241 0.059 0.374
C 2.312 -0.474 -1.087
C 1.066 -0.126 -1.952
C -0.044 -1.253 -1.909
C -1.451 -0.666 -1.554
C -1.866 -1.067 -0.103
C -3.144 -0.226 0.269
C -3.041 0.469 1.669
C -2.961 2.019 1.611
S -4.426 2.793 0.828
C -4.191 2.991 -1.003
N -2.828 3.157 -1.468
H 3.481 3.597 -0.429
H 3.135 4.559 1.005
H 4.715 3.648 0.847
H 3.691 1.753 1.889
H 2.305 2.832 2.155
H 2.127 1.995 -0.638
H 0.968 1.790 0.720
H 3.131 -0.256 0.948
H 1.366 -0.414 0.870
H 2.399 -1.580 -1.086
H 3.230 -0.055 -1.546
H 1.385 -0.068 -3.012
H 0.605 0.848 -1.712
H 0.258 -2.016 -1.166
H -0.051 -1.761 -2.891
H -1.447 0.441 -1.623
H -2.157 -1.028 -2.326
H -1.012 -0.851 0.559
H -2.057 -2.149 -0.107
H -3.969 -0.962 0.339
H -3.413 0.469 -0.546
H -2.101 0.134 2.149
H -3.869 0.122 2.312
H -2.008 2.389 1.188
H -2.960 2.379 2.661
H -4.452 4.087 1.306
H -4.686 2.154 -1.523
H -4.759 3.898 -1.295
H -2.260 3.714 -0.844
H -2.438 2.232 -1.610
C 2.960 -4.876 0.889
C 2.041 -5.307 -0.218
O 0.777 -4.840 0.229
C 1.024 -3.750 0.999
O 0.201 -2.957 1.319
O 2.330 -3.676 1.349
F 1.998 -6.655 -0.332
H 2.997 -5.602 1.704
H 3.973 -4.681 0.544
H 2.270 -4.866 -1.192
```

Calculated values
LUMO in eV: -3.281
Net charge: +1
Electronic energy in Eh: -1407.669192
Max |F| in eV/Å: 2.2
HOMO level in eV: -12.74
Gap between HOMO and LUMO in Ha: 0.3478


# 4
The following is a DFT calculation (wB97M-V/def2-TZVPD) of a structure of composition C16H33N4Pt.

```
54
C16H33N4Pt wB97M-V/def2-TZVPD
Pt 0.322 -0.456 0.383
C -0.733 -2.863 2.173
C -2.005 -2.075 1.900
N -1.847 -1.188 0.728
C -2.813 -0.066 0.721
C -2.292 1.198 1.398
N -1.128 1.647 0.661
C -0.530 2.927 1.026
C 0.625 2.760 2.008
C 1.951 2.336 1.364
N 2.082 0.931 0.897
C 2.774 0.072 1.873
C 1.858 -0.237 3.044
N 0.567 -0.769 2.547
C 0.244 -2.119 3.067
H -0.251 -3.076 1.214
H -0.964 -3.821 2.639
H -2.258 -1.449 2.761
H -2.848 -2.751 1.742
H -1.971 -1.736 -0.117
H -3.743 -0.375 1.204
H -3.046 0.170 -0.319
H -2.026 1.003 2.445
H -3.096 1.945 1.418
H -1.383 1.678 -0.321
H -1.279 3.620 1.428
H -0.139 3.376 0.111
H 0.340 2.077 2.813
H 0.807 3.728 2.482
H 2.758 2.511 2.083
H 2.137 2.993 0.513
H 2.597 0.915 0.024
H 3.691 0.540 2.250
H 3.043 -0.854 1.365
H 1.691 0.643 3.665
H 2.350 -0.980 3.671
H -0.179 -0.131 2.811
H -0.149 -2.030 4.084
H 1.170 -2.691 3.118
C -0.922 -1.363 -4.731
C 0.243 -0.487 -4.254
C 1.572 -1.079 -4.740
C 0.080 0.936 -4.807
C 0.243 -0.427 -2.780
C 0.267 -0.426 -1.569
H -0.968 -1.362 -5.821
H -1.870 -0.988 -4.345
H -0.793 -2.392 -4.392
H 1.604 -1.076 -5.831
H 1.686 -2.107 -4.393
H 2.414 -0.495 -4.368
H 0.074 0.914 -5.898
H 0.902 1.574 -4.479
H -0.858 1.377 -4.466
```

Calculated values
LUMO (spin up / spin down) in eV: -3.037 / -3.038
Net charge: +1
Electronic energy in Eh: -967.509183
Max |F| in eV/Å: 1.7
HOMO level (spin up / spin down) in eV: -10.58 / -10.58
Gap between HOMO and LUMO (spin up / spin down) in Ha: 0.2773 / 0.2772
ΔE to the lowest compared entry with this formula, charge and spin in eV: 1.156